1.
{"formula": "C51H39FN2O14S", "method": "ωB97M-V/def2-TZVPD", "e_above_lowest_ev": 0.000, "lumo_ev": -1.74, "spin_multiplicity": 1, "smiles": "CCCN1C(=O)c2c(Cc3ccc(C)cc3)cc(S)c(C(=O)NC(=O)F)c2C1=O.O=C1C=CC(=O)C=C1.O=C1C=CC(=O)C=C1.O=C1C=CC(=O)C=C1.O=C1C=CC(=O)C=C1.O=C1C=CC(=O)C=C1", "orbital_gap_ev": 7.10, "symbols": ["C", "C", "C", "N", "C", "O", "C", "C", "C", "C", "C", "C", "C", "C", "C", "C", "C", "C", "S", "C", "C", "O", "N", "C", "O", "F", "C", "C", "O", "H", "H", "H", "H", "H", "H", "H", "H", "H", "H", "H", "H", "H", "H", "H", "H", "H", "H", "H", "C", "C", "C", "O", "C", "C", "C", "O", "H", "H", "H", "H", "C", "C", "C", "O", "C", "C", "C", "O", "H", "H", "H", "H", "C", "C", "C", "O", "C", "C", "C", "O", "H", "H", "H", "H", "C", "C", "C", "O", "C", "C", "C", "O", "H", "H", "H", "H", "C", "C", "C", "O", "C", "C", "C", "O", "H", "H", "H", "H"], "coordinates": [[4.9783, -2.5896, 2.5829], [3.8436, -2.2355, 1.6180], [4.3951, -1.6593, 0.3095], [3.4482, -0.7787, -0.3603], [2.2185, -1.2609, -0.8520], [2.0429, -2.3878, -1.2256], [1.2839, -0.1023, -0.8407], [-0.0612, -0.0104, -1.1629], [-0.8962, -1.2069, -1.5496], [-1.3054, -1.9569, -0.2940], [-2.1823, -1.3413, 0.5929], [-2.5650, -1.9684, 1.7687], [-2.0720, -3.2307, 2.0930], [-2.4727, -3.9049, 3.3781], [-1.2050, -3.8438, 1.1947], [-0.8191, -3.2215, 0.0159], [-0.6385, 1.2591, -1.0821], [0.0762, 2.3876, -0.6594], [-0.7021, 3.9751, -0.6120], [1.4261, 2.2596, -0.3063], [2.2399, 3.4344, 0.1530], [2.4705, 4.3800, -0.5368], [2.8017, 3.3821, 1.5007], [1.8666, 3.4666, 2.5257], [0.6913, 3.3156, 2.4814], [2.4895, 3.7858, 3.6836], [2.0032, 1.0067, -0.4164], [3.3958, 0.5880, -0.1272], [4.3358, 1.2745, 0.2023], [4.6012, -2.8362, 3.5729], [5.5384, -3.4371, 2.1828], [5.6753, -1.7537, 2.6617], [3.2843, -3.1443, 1.3870], [3.1444, -1.5341, 2.0793], [4.6218, -2.4854, -0.3674], [5.3317, -1.1260, 0.4678], [-1.7928, -0.8329, -2.0417], [-0.3259, -1.8579, -2.2100], [-2.5610, -0.3492, 0.3724], [-3.2488, -1.4619, 2.4408], [-3.1354, -4.7528, 3.1940], [-2.9864, -3.2021, 4.0339], [-1.6063, -4.2870, 3.9194], [-0.8121, -4.8277, 1.4249], [-0.1392, -3.7158, -0.6670], [-1.6804, 1.3687, -1.3579], [-1.7618, 3.6013, 0.1139], [3.4164, 2.5772, 1.6065], [-6.1678, 2.1012, 2.8945], [-5.1362, 1.8438, 2.0957], [-5.3228, 1.1289, 0.8084], [-4.3775, 0.8861, 0.0855], [-6.6969, 0.7143, 0.4438], [-7.7340, 0.9691, 1.2389], [-7.5472, 1.6835, 2.5286], [-8.4832, 1.9142, 3.2628], [-6.0587, 2.6178, 3.8397], [-4.1217, 2.1341, 2.3407], [-6.8026, 0.1941, -0.5001], [-8.7460, 0.6636, 0.9949], [-12.0808, -2.9830, 3.3382], [-11.8394, -1.9170, 2.5804], [-10.5340, -1.7397, 1.9003], [-10.3116, -0.7657, 1.2112], [-9.5057, -2.7914, 2.0946], [-9.7460, -3.8574, 2.8525], [-11.0541, -4.0386, 3.5340], [-11.2737, -5.0101, 4.2224], [-13.0245, -3.1359, 3.8457], [-12.5700, -1.1341, 2.4232], [-8.5612, -2.6373, 1.5877], [-9.0130, -4.6381, 3.0106], [4.1896, 2.7241, -5.1080], [5.3660, 2.5762, -5.7110], [6.4139, 1.6825, -5.1496], [7.4870, 1.5541, -5.6942], [6.0941, 0.9547, -3.8939], [4.9140, 1.0974, -3.2984], [3.8730, 1.9937, -3.8513], [2.7999, 2.1294, -3.2973], [3.4148, 3.3765, -5.4917], [5.6216, 3.0952, -6.6258], [6.8703, 0.3081, -3.5051], [4.6490, 0.5762, -2.3889], [7.7731, 3.1459, 1.7882], [6.8077, 2.2758, 2.0734], [6.8310, 1.4914, 3.3311], [5.9499, 0.6965, 3.5905], [7.9670, 1.7086, 4.2611], [8.9323, 2.5777, 3.9750], [8.9117, 3.3664, 2.7151], [9.7917, 4.1582, 2.4580], [7.7783, 3.7317, 0.8777], [5.9661, 2.0923, 1.4188], [7.9589, 1.1236, 5.1720], [9.7717, 2.7551, 4.6351], [0.5092, 0.7436, -4.9030], [1.5398, 0.5303, -5.7169], [1.4419, -0.4067, -6.8617], [2.3839, -0.6016, -7.5992], [0.1437, -1.0998, -7.0681], [-0.8882, -0.8896, -6.2553], [-0.7865, 0.0491, -5.1084], [-1.7259, 0.2369, -4.3644], [0.5675, 1.4228, -4.0608], [2.4878, 1.0262, -5.5721], [0.0944, -1.7791, -7.9096], [-1.8421, -1.3852, -6.3841]], "lowdin_charge": [-0.097, -0.217, -0.130, 0.045, -0.320, 0.146, -0.006, -0.121, -0.077, -0.205, -0.027, -0.035, -0.281, -0.057, -0.044, -0.031, -0.015, -0.495, 0.868, -0.104, -0.379, 0.168, 0.174, -0.509, 0.162, 0.109, -0.026, -0.350, 0.097, 0.075, 0.076, 0.052, 0.108, 0.117, 0.130, 0.123, 0.112, 0.121, 0.083, 0.106, 0.080, 0.071, 0.078, 0.112, 0.106, 0.119, -0.119, 0.120, 0.024, 0.021, -0.377, 0.077, 0.027, 0.025, -0.378, 0.112, 0.123, 0.122, 0.124, 0.093, 0.024, 0.025, -0.369, 0.086, 0.023, 0.024, -0.385, 0.112, 0.123, 0.124, 0.121, 0.123, 0.008, 0.035, -0.378, 0.116, 0.038, 0.038, -0.380, 0.100, 0.129, 0.126, 0.125, 0.101, 0.030, 0.026, -0.376, 0.092, 0.020, 0.021, -0.386, 0.108, 0.124, 0.086, 0.121, 0.122, 0.038, 0.033, -0.378, 0.110, 0.023, 0.024, -0.372, 0.100, 0.110, 0.084, 0.122, 0.122]}

2.
{"formula": "C51H41AsGeN5Ru", "method": "ωB97M-V/def2-TZVPD", "e_above_lowest_ev": 0.385, "lumo_ev": [0.20, -0.66], "spin_multiplicity": 6, "s2": 8.812, "orbital_gap_ev": [5.71, 6.97], "symbols": ["Ru", "N", "C", "C", "N", "C", "C", "N", "C", "C", "N", "H", "H", "H", "H", "H", "H", "C", "Ge", "C", "C", "C", "C", "C", "C", "C", "C", "C", "C", "C", "C", "C", "C", "C", "C", "C", "C", "H", "H", "H", "H", "H", "H", "H", "H", "H", "H", "H", "H", "H", "H", "H", "H", "C", "C", "C", "C", "C", "C", "As", "C", "C", "C", "C", "C", "C", "C", "C", "C", "C", "C", "C", "H", "H", "H", "H", "H", "H", "H", "H", "H", "H", "H", "H", "H", "C", "C", "C", "C", "C", "C", "C", "C", "N", "H", "H", "H", "H", "H", "H"], "coordinates": [[1.2774, -0.3629, 0.9742], [1.4480, -3.5257, 3.8841], [0.1505, -3.2342, 4.2014], [-0.2871, -2.3477, 3.2680], [0.7042, -2.0768, 2.3733], [1.7678, -2.7946, 2.7731], [3.0091, -2.7452, 2.0974], [3.2241, -1.9342, 1.0575], [4.4993, -2.1637, 0.6539], [5.0852, -3.1013, 1.4512], [4.1336, -3.4754, 2.3666], [2.0628, -4.0833, 4.4480], [-0.3383, -3.6631, 5.0506], [-1.2532, -1.8874, 3.1958], [4.9306, -1.6496, -0.1812], [6.0777, -3.5023, 1.4644], [4.2588, -4.1575, 3.0944], [2.1321, 0.2641, -0.8510], [1.2411, 0.6232, -2.5050], [0.4235, -1.0191, -3.2756], [1.2789, -1.9753, -3.8071], [0.7867, -3.1553, -4.3311], [-0.5782, -3.3970, -4.3251], [-1.4381, -2.4610, -3.7752], [-0.9365, -1.2801, -3.2513], [-0.0828, 2.1096, -2.4687], [-1.0616, 2.2771, -3.4395], [-1.7684, 3.4634, -3.5383], [-1.4891, 4.5085, -2.6771], [-0.5330, 4.3478, -1.6854], [0.1570, 3.1537, -1.5798], [2.4472, 1.2429, -3.9632], [3.7812, 1.5644, -3.7716], [4.5514, 2.0398, -4.8188], [3.9876, 2.2062, -6.0719], [2.6584, 1.8760, -6.2785], [1.8986, 1.3969, -5.2291], [3.1764, -0.0272, -0.9847], [2.3429, -1.7745, -3.8071], [1.4655, -3.8942, -4.7347], [-0.9666, -4.3132, -4.7500], [-2.5005, -2.6628, -3.7435], [-1.6065, -0.5415, -2.8209], [-1.2754, 1.4729, -4.1308], [-2.5276, 3.5777, -4.2978], [-2.0119, 5.4471, -2.7822], [-0.3222, 5.1617, -1.0037], [0.9294, 3.0172, -0.8252], [4.2109, 1.4396, -2.7860], [5.5895, 2.2953, -4.6583], [4.5842, 2.5924, -6.8858], [2.2156, 2.0065, -7.2561], [0.8602, 1.1347, -5.3847], [-5.1403, 2.4019, -1.7412], [-4.2362, 3.2167, -1.0817], [-3.0758, 2.6776, -0.5592], [-2.8122, 1.3203, -0.6837], [-3.7246, 0.5077, -1.3401], [-4.8854, 1.0476, -1.8673], [-1.1321, 0.5939, 0.1486], [-1.8415, 1.1989, 1.8580], [-1.6505, 2.4300, 2.4594], [-2.3359, 2.7488, 3.6220], [-3.2290, 1.8402, 4.1663], [-3.4491, 0.6155, 3.5598], [-2.7624, 0.2881, 2.3974], [-2.8848, -0.9609, 1.6523], [-3.7653, -1.9954, 1.9414], [-3.7520, -3.1502, 1.1777], [-2.8396, -3.2919, 0.1431], [-1.9660, -2.2577, -0.1670], [-2.0019, -1.0848, 0.5660], [-6.0469, 2.8226, -2.1472], [-4.4419, 4.2703, -0.9657], [-2.3717, 3.3155, -0.0402], [-3.5312, -0.5559, -1.4224], [-5.5920, 0.4027, -2.3697], [-0.9623, 3.1421, 2.0179], [-2.1799, 3.7076, 4.0968], [-3.7673, 2.0889, 5.0694], [-4.1681, -0.0725, 3.9839], [-4.4848, -1.8862, 2.7403], [-4.4522, -3.9465, 1.3986], [-2.8317, -4.1986, -0.4467], [-1.2600, -2.3646, -0.9843], [1.9053, 1.4828, 2.0478], [1.9922, 0.6926, 3.2348], [0.9311, 0.5949, 4.1822], [1.0076, -0.2513, 5.2539], [2.1588, -1.0370, 5.4598], [3.2556, -0.8851, 4.5893], [3.1850, -0.0330, 3.5227], [2.1845, -2.0384, 6.4310], [2.2110, -2.9319, 7.1609], [2.8571, 1.8157, 1.6285], [1.1088, 2.2308, 2.0171], [0.0431, 1.1960, 4.0381], [0.1807, -0.3473, 5.9437], [4.1504, -1.4642, 4.7700], [4.0336, 0.0908, 2.8598]], "lowdin_spin": [3.006, 0.004, -0.003, 0.012, 0.048, 0.025, 0.006, 0.081, 0.008, 0.008, 0.009, 0.001, 0.000, 0.001, 0.000, 0.001, 0.001, 0.827, 0.134, 0.034, 0.007, 0.001, 0.003, 0.001, 0.006, 0.009, 0.001, 0.001, 0.002, 0.001, 0.010, 0.009, 0.003, 0.000, 0.000, 0.001, 0.001, 0.066, 0.000, 0.000, 0.000, 0.000, 0.000, 0.000, 0.000, 0.000, 0.000, 0.007, 0.002, 0.000, 0.000, 0.000, 0.000, 0.000, 0.001, 0.006, 0.057, 0.007, 0.002, 0.116, 0.010, 0.002, 0.000, 0.001, 0.000, 0.002, 0.001, 0.001, 0.001, 0.001, 0.005, 0.010, 0.000, 0.000, 0.001, 0.001, 0.000, 0.000, 0.000, 0.000, 0.000, 0.000, 0.000, 0.000, 0.002, 0.045, 0.032, 0.078, 0.008, 0.103, 0.002, 0.067, 0.024, 0.066, 0.002, 0.004, 0.004, -0.001, -0.002, 0.002]}